(1)
Computed, not measured: a structure of composition C25H24ClI2N6O5SZr, with wB97M-V/def2-TZVPD.

Each line ends with the Löwdin charge.
CARTESIAN COORDINATES (ANGSTROEM)
H  -3.53323  -1.15046  -4.03558  0.12
H  -3.21434  1.14721  -4.99275  0.12
C  -4.03475  -0.65008  1.24497  -0.35
C  3.01837  3.80536  4.53412  -0.07
C  -2.70557  -0.52686  -3.73663  0.00
H  4.86762  -0.05396  0.69045  0.11
H  4.82821  1.49832  -0.07875  0.12
H  1.79015  3.42995  -2.45525  0.08
O  -0.47069  -2.13092  -0.40450  -0.30
C  -0.31159  -4.19366  -2.64135  -0.06
H  -4.31639  -0.53494  2.28751  0.10
H  3.53217  4.56158  5.10786  0.11
H  -1.92462  -1.95656  -2.31786  0.11
C  1.20739  2.82798  -3.14903  -0.01
C  -1.37907  -4.29485  -0.56186  -0.25
H  1.34823  0.88977  4.94837  0.11
N  4.36400  0.63852  0.16289  0.13
Zr  -0.43134  -0.28828  0.08398  1.65
C  -1.73421  -5.59717  1.42902  -0.07
H  0.09193  -5.20822  -2.58616  0.10
C  2.93109  3.91515  3.15501  -0.07
H  -4.84341  -0.44442  0.54957  0.10
O  -2.46515  0.08147  -0.37740  -0.22
O  -1.88410  0.32821  1.70076  -0.11
C  -0.81734  -3.23803  0.19869  -0.32
I  -2.46335  4.29481  -1.67026  0.18
C  -1.16038  -4.61223  2.19164  -0.04
N  2.50479  1.22538  -1.07656  -0.01
H  2.96635  2.09700  -1.33919  0.16
O  -1.53164  -4.10599  -1.92206  -0.12
N  0.13445  -1.21052  1.97132  -0.16
H  2.18959  3.03528  1.35216  0.09
C  -0.69721  -3.42007  1.60634  -0.19
H  3.37092  4.76557  2.65746  0.11
C  -2.51851  0.73474  -4.27842  -0.02
C  2.45280  2.71635  5.18111  -0.06
C  -0.55048  0.94396  -2.93613  -0.26
H  2.51576  2.64175  6.25651  0.11
O  0.70024  1.08774  1.02364  -0.53
H  0.38896  3.44133  -3.51112  0.06
C  2.26388  2.94872  2.42804  -0.04
C  0.70803  1.57737  -2.50317  -0.32
C  1.79249  1.74146  4.45982  -0.01
H  -0.54893  -3.95645  -3.67579  0.10
C  3.15722  0.29633  -0.30948  -0.83
I  -1.02117  2.75311  0.05673  0.71
H  0.05919  -2.60390  3.47763  0.15
C  -1.83293  -5.44314  0.04743  0.02
H  -1.21855  2.43474  -4.35157  0.10
N  -0.78951  -0.24376  -2.34430  0.01
H  -1.09191  -4.72420  3.26333  0.12
C  -2.74555  0.01592  0.85268  -0.81
C  1.68515  1.85509  3.07395  -0.14
C  -1.81498  -0.97216  -2.76494  -0.10
H  0.43165  -3.48478  -2.25982  0.09
C  -0.14552  -2.38923  2.42718  -0.02
H  1.83508  2.57874  -4.00398  0.11
S  2.47836  -1.19454  -0.03514  0.76
N  0.72506  -0.31649  2.83348  0.11
C  0.98158  0.83354  2.28856  -0.44
C  -1.40020  1.46926  -3.90707  -0.03
N  1.30345  0.90876  -1.57799  -0.04
H  -2.28521  -6.20847  -0.56205  0.13
Cl  -3.46411  -2.32164  0.96049  0.82
H  -2.09671  -6.49673  1.89459  0.11

Energy above the lowest of the compared OMol25 structures with the same formula, charge and spin ... 209.2 kJ/mol
Largest force on an atom ... 3.37 eV/A
Charge ... +1

***

(2)
Computed, not measured: a structure of composition C25H24ClInNO2, with wB97M-V/def2-TZVPD.

Each line ends with the Löwdin charge.
CARTESIAN COORDINATES (ANGSTROEM)
H  -2.56330  -5.20601  0.12920  0.07
C  -3.61935  -2.85246  0.13918  -0.06
H  -4.07986  -3.62782  -0.48854  0.10
H  -0.91135  -4.58126  0.27916  0.09
C  4.67407  1.05121  -3.17340  -0.22
C  -0.34593  0.06884  5.31453  -0.09
H  -0.93950  0.67054  0.89822  0.11
C  -0.92832  2.78162  -2.02765  -0.21
H  -0.78472  3.71846  -1.48786  0.08
Cl  1.52731  -0.42841  -2.47483  0.05
H  3.22886  2.38512  -5.88954  0.08
C  3.66627  2.16843  -4.91945  -0.14
H  -0.62824  0.62139  -4.57735  0.07
C  -0.53498  0.37203  2.92195  -0.21
C  -1.90606  -4.59239  0.74561  -0.06
H  -2.43007  1.71622  -0.75947  0.06
H  0.28097  3.07354  -3.90857  0.08
C  -3.41936  -0.57894  0.94824  -0.03
C  -1.77356  -2.24295  1.58582  -0.16
C  -1.74765  0.70564  -2.62913  -0.16
C  -0.36528  2.44084  -3.29461  -0.22
C  3.95711  3.11805  -3.90138  -0.19
H  -1.78455  -5.09386  1.71247  0.08
H  -0.60380  -3.63613  2.68918  0.08
H  -0.20574  -1.94204  3.01188  0.06
H  -3.81365  0.42917  1.07217  0.11
H  -2.31065  -0.22893  -2.60067  0.08
H  1.55251  0.60024  6.20712  0.09
In  1.87420  1.53424  -1.16929  0.84
C  0.78982  0.85530  2.88543  -0.08
C  -2.47691  -3.20419  0.85971  -0.24
H  4.07758  -0.03410  -5.03697  0.08
C  4.11448  0.89196  -4.47199  -0.17
O  0.57060  1.85010  0.71668  -0.14
C  -0.87773  1.15640  -3.66320  -0.24
H  -0.81061  -0.21209  6.25599  0.10
C  -1.78631  1.71384  -1.63138  -0.19
O  2.34935  0.56074  1.06146  -0.04
H  -2.13911  -0.36385  4.13306  0.12
H  -5.04357  -1.28999  -0.32055  0.10
C  -4.12744  -1.54525  0.22383  -0.08
H  4.96753  2.88018  -1.90928  0.06
C  1.30263  1.10957  1.50256  -0.57
H  3.78494  4.18913  -3.95675  0.07
C  -2.15452  -0.88369  1.49203  -0.20
N  -1.18975  0.11236  1.71567  0.11
C  4.57279  2.42839  -2.81566  -0.20
H  2.62983  1.06619  3.97920  0.12
C  -0.50062  -2.64552  2.23533  -0.02
C  1.56409  0.84593  4.04802  -0.02
H  0.30820  -2.72590  1.49221  0.11
C  -1.10765  -0.00056  4.14949  -0.04
C  0.97647  0.52894  5.28011  -0.10
H  5.14051  0.27170  -2.57798  0.08

Total energy ... -49595.5423 eV
Largest force on an atom ... 1.81 eV/A
Charge ... -1

***

(3)
Computed, not measured: a structure of composition C25H24ClN3O7PS2V, with wB97M-V/def2-TZVPD.

Each line ends with the Löwdin charge.
CARTESIAN COORDINATES (ANGSTROEM)
H  0.66748  4.38620  -3.50554  0.12
C  -2.06681  5.44148  -1.04957  -0.02
C  0.52279  -4.63104  2.03964  -0.06
C  0.20751  -2.57240  0.83502  -0.26
C  -1.21049  5.55386  -2.10597  -0.01
C  -1.17124  -4.46364  0.26142  0.02
O  -1.97311  -0.21720  1.55795  -0.06
C  -1.82825  3.42156  -1.96386  -0.67
H  3.67912  -3.18580  -3.06107  0.13
H  -2.70378  3.57180  -0.08748  0.16
H  3.18918  1.04313  -3.24783  0.12
C  2.24319  -2.35477  -1.60433  -0.06
O  -1.76334  2.25841  0.96239  -0.42
N  -2.44304  4.11027  -0.96241  0.11
C  3.78963  -0.95381  2.99327  -0.05
C  1.97034  0.05980  -1.77960  -0.08
S  -1.60406  1.77978  -2.18798  0.86
H  -1.96006  -3.15236  -1.72229  0.14
O  -3.21342  0.68210  0.08881  -0.12
C  1.77376  -0.42243  1.74320  -0.34
H  0.10899  0.10789  2.93344  0.08
H  -0.28340  2.99755  -3.95921  0.04
H  -0.88148  -6.17446  1.54178  0.13
C  -0.33526  4.06100  -3.86939  0.01
C  1.12827  -0.14684  2.92278  -0.11
H  -3.19827  -0.30183  -2.22849  0.06
H  4.79211  -1.41582  3.02535  0.12
C  -1.56681  -2.46423  -1.00663  -0.04
H  1.64442  -2.87709  2.35711  0.09
C  -0.52045  -5.13219  1.33104  -0.07
C  2.89392  0.07907  -2.81866  -0.06
O  -2.69919  -1.11322  -2.24264  -0.03
C  3.16208  -2.29406  -2.63225  -0.07
C  -3.15959  -0.02679  1.12010  -0.60
C  1.80667  -0.04725  4.14434  -0.01
V  -1.24312  0.69302  -0.08997  0.75
N  -1.17599  4.30304  -2.69280  -0.12
C  3.57443  -1.07572  -3.15699  -0.07
H  1.99628  -3.30435  -1.25993  0.09
C  -0.80440  -3.09863  0.03893  -0.21
H  1.32615  0.37267  4.98725  0.10
O  0.37769  1.64212  0.49052  -0.47
C  -4.38205  -0.50834  1.87770  -0.50
H  1.11151  -5.19011  2.79939  0.14
H  -4.31082  -1.51919  2.15230  0.08
H  3.79672  -0.24101  4.98811  0.09
H  -4.35486  0.04770  2.79738  0.10
C  1.67301  -1.15932  -1.11511  -0.33
C  3.18666  -0.37025  4.13625  -0.04
H  -1.98386  -4.95944  -0.28833  0.13
H  -0.79730  6.43894  -2.48383  0.12
H  -0.67637  4.57225  -4.75135  0.10
C  0.88685  -3.32665  1.79677  -0.03
Cl  -5.90368  -0.23311  1.10830  0.67
O  -0.04640  4.06513  0.84301  -0.25
H  4.36863  -1.02867  -3.91074  0.12
C  3.09708  -0.84263  1.78060  -0.09
S  -0.30270  2.72756  1.33620  0.43
O  0.06649  2.47800  2.68835  -0.23
P  0.70415  -0.89040  0.34281  1.13
H  3.53594  -1.18204  0.83596  0.11
H  1.51208  0.97721  -1.45123  0.08
N  -1.86153  -1.22317  -1.17732  -0.07
H  -2.36803  6.22873  -0.44466  0.11

Expectation value of S² ... 0.782
Multiplicity ... 2
Energy above the lowest of the compared OMol25 structures with the same formula, charge and spin ... 14.7 kJ/mol
Largest force on an atom ... 3.63 eV/A
Charge ... +1

***

(4)
Computed, not measured: a structure of composition C25H24ClN6O4PSTi, with wB97M-V/def2-TZVPD.

Each line ends with the Löwdin charge.
CARTESIAN COORDINATES (ANGSTROEM)
C  1.33013  0.72561  2.11287  -0.22
N  2.07451  4.07128  -1.34990  -0.05
C  -0.83560  -3.28579  1.87569  -0.08
Cl  2.34264  -0.36396  4.33044  0.67
H  -1.27611  -4.81127  3.31281  0.10
H  0.39818  1.53087  5.27827  0.09
C  -4.55967  1.10179  -1.66137  -0.05
H  -2.23884  -0.80639  4.48500  0.11
C  -2.51219  0.00277  -1.08100  -0.35
C  1.28917  0.71898  3.47740  -0.69
H  0.92582  -4.22090  -3.70058  0.11
O  0.51171  0.10679  -2.24029  -0.26
H  -2.37003  -2.00001  -0.93326  0.12
H  2.88204  -5.12718  -2.49401  0.10
C  2.79479  0.79071  -2.09220  -0.55
C  -1.85327  -1.50375  3.75269  -0.07
H  -5.59803  1.06353  -1.96402  0.11
S  0.13158  3.07330  -2.85802  0.75
H  -1.05835  3.10644  3.92232  0.10
O  1.89510  -0.67659  -3.81922  0.11
H  -2.05587  3.23297  -0.95990  0.08
C  0.59300  -2.52461  -0.79316  -0.36
H  1.98576  3.06625  0.34982  0.09
C  -3.85996  -0.06127  -1.47634  0.00
H  3.54218  3.89138  -3.35726  0.12
H  3.06191  4.22200  -1.20222  0.15
C  -1.30654  -3.75132  3.09572  -0.08
N  -1.81920  -1.15714  -0.85665  -0.08
H  2.03035  0.10929  1.56570  0.10
N  1.35566  3.60078  -0.24161  -0.02
C  -2.60472  2.30916  -1.09329  -0.16
C  -0.33753  2.38166  2.07255  -0.20
C  1.13567  -3.90124  -2.68884  -0.07
O  3.88238  0.98259  -2.58338  0.08
H  3.40526  -4.32643  -0.21354  0.11
C  -1.81105  -2.86311  4.03409  -0.08
O  2.37218  1.26725  -0.95275  -0.17
N  0.47922  1.52255  1.36178  -0.18
H  -0.98887  3.01656  1.48100  0.09
C  1.67892  -0.03064  -2.82781  -0.54
C  1.66956  3.67976  -2.58092  -0.85
C  -0.38379  2.41445  3.43548  -0.10
H  1.95358  -2.66002  0.87276  0.11
N  -1.89048  1.18049  -0.91481  0.01
C  0.42388  1.54888  4.20023  -0.13
C  2.23779  -4.40168  -2.01475  -0.07
H  -1.40365  0.02712  2.32453  0.09
N  2.55762  3.84866  -3.57098  0.13
H  -4.32503  -1.02716  -1.61935  0.11
C  -1.38002  -1.03636  2.53828  -0.10
Ti  0.35899  1.32210  -0.68917  0.82
H  0.96457  4.37423  0.28450  0.11
C  1.71727  -3.01408  -0.12536  -0.10
C  0.31669  -2.95783  -2.08397  -0.09
H  2.31291  3.42592  -4.45105  0.11
H  -0.44295  -3.98546  1.14955  0.10
H  -2.16963  -3.23060  4.98698  0.10
C  -0.86144  -1.92266  1.59172  -0.32
C  2.53311  -3.95277  -0.73389  -0.07
H  -4.44020  3.26957  -1.58497  0.11
C  -3.92664  2.32944  -1.45297  -0.06
P  -0.32957  -1.19295  0.00689  1.07
H  -0.50489  -2.52195  -2.63625  0.11

Expectation value of S² ... 2.023
Multiplicity ... 3
Energy above the lowest of the compared OMol25 structures with the same formula, charge and spin ... 23.4 kJ/mol
Largest force on an atom ... 0.19 eV/A